# 1
This record from the Open Molecules 2025 dataset describes C8H19BCuNO10V2 as an isolated structure at a distorted geometry. The level of theory is ωB97M-V with the def2-TZVPD basis set.

F_max = 7.312 eV Å⁻¹
Charge = 0
Expectation value of S² = 2.048
Relative energy (zero: lowest compared OMol25 entry of this formula, charge and spin) = 359.9 kJ/mol
Molar mass = 465.48 g/mol
2S+1 = 3
Highest occupied orbital energy (alpha / beta) = -8.6 / -8.6 eV
E_tot = -127255.2712 eV
E_LUMO (alpha / beta) = -0.106 / -0.106 hartree

The geometry in XYZ format:
```
42
Properties=species:S:1:pos:R:3:forces:R:3
O 10.376 1.478 -5.137 0.593 1.036 0.387
V 10.748 2.420 -6.301 -1.590 -3.989 -2.866
O 9.286 2.662 -10.742 0.057 0.082 0.274
V 9.016 1.911 -9.419 1.457 -0.160 -0.459
Cu 6.199 3.107 -6.547 1.307 -0.127 -0.876
C 8.710 3.700 -7.481 3.130 -6.050 0.300
O 7.759 3.247 -8.180 -3.786 1.199 -0.046
O 9.853 3.558 -8.047 2.443 1.453 -1.432
O 8.810 3.393 -6.241 -1.449 1.947 2.453
C 11.102 0.570 -8.254 0.935 6.794 -2.487
O 11.000 0.801 -9.504 0.603 -2.325 -1.522
O 12.059 0.983 -7.528 2.307 -0.548 1.580
O 10.003 0.890 -7.720 -5.833 0.742 4.347
B 7.337 0.473 -10.126 -0.712 -1.196 -1.066
H 6.344 -0.020 -9.818 -1.134 -0.463 0.673
H 7.730 0.057 -11.125 0.483 -0.437 -1.198
H 7.213 1.580 -10.207 -0.673 2.945 -0.356
H 8.116 0.257 -9.343 1.904 -0.916 2.251
C 13.486 4.607 -8.828 0.107 1.226 -0.756
O 14.418 3.587 -8.602 -0.388 -0.236 0.615
C 15.743 4.084 -8.551 0.432 -0.542 -0.732
C 16.710 2.931 -8.299 -0.108 -0.338 0.861
N 16.314 2.122 -7.110 -0.210 1.049 0.060
C 15.953 2.973 -5.935 0.268 -1.858 0.161
C 17.177 3.524 -5.257 1.510 0.930 0.278
O 18.084 2.479 -4.909 -0.789 -0.904 -0.392
C 19.336 2.892 -4.453 0.332 0.025 0.610
H 12.432 4.336 -8.901 0.205 -0.943 0.490
H 13.638 5.086 -9.806 0.355 0.022 -0.041
H 13.585 5.415 -8.093 -0.018 -0.020 0.211
H 15.892 4.871 -7.807 -0.333 0.206 0.043
H 15.963 4.468 -9.551 0.244 0.439 0.078
H 17.742 3.240 -8.099 -0.070 0.841 -0.485
H 16.761 2.350 -9.220 -0.241 -0.501 0.283
H 17.166 1.717 -6.731 -0.050 -0.598 -0.520
H 15.552 2.235 -5.232 -0.297 0.221 0.098
H 15.177 3.709 -6.118 0.125 0.115 -0.196
H 16.966 4.091 -4.342 -0.316 0.140 -0.130
H 17.789 4.150 -5.923 -0.509 0.469 -0.092
H 19.708 3.782 -4.969 -0.042 0.003 -0.070
H 20.053 2.079 -4.576 -0.120 -0.047 -0.305
H 19.322 3.079 -3.372 -0.129 0.312 -0.024
```
Positions in Å, forces in eV/Å.

Atom charges from the natural (NBO) analysis, given in e for atoms 1 to 5:
1. O -0.39
2. V 1.61
3. O -0.40
4. V 1.42
5. Cu 0.95

***

# 2
This record from the Open Molecules 2025 dataset describes C8H19ClN3S as an isolated structure at a distorted geometry. The level of theory is ωB97M-V with the def2-TZVPD basis set.

F_max = 5.708 eV Å⁻¹
Charge = +1
Relative energy (zero: lowest compared OMol25 entry of this formula, charge and spin) = 94.0 kJ/mol
Molar mass = 224.78 g/mol
2S+1 = 1
Highest occupied orbital energy = -12.5 eV
E_tot = -36421.0050 eV
E_LUMO = -0.183 hartree

The geometry in XYZ format:
```
32
Properties=species:S:1:pos:R:3:forces:R:3
C 0.815 -2.542 0.838 -0.627 -3.144 1.705
C -0.067 -2.418 -0.418 1.166 -0.045 0.277
C 0.899 -1.320 1.672 1.453 1.143 -1.586
C 0.457 -1.150 -1.156 1.744 -0.003 -0.728
C 1.379 -0.160 0.848 0.569 -1.717 -2.184
C 0.287 2.566 -0.428 0.063 -3.993 1.192
C 0.864 1.291 -1.101 0.117 -0.017 0.466
C -1.194 2.277 -0.106 1.068 2.731 2.051
N -2.474 0.326 -1.207 -2.421 2.395 4.581
N -2.748 0.901 1.585 3.224 -1.728 -0.379
N 0.570 0.054 -0.335 -1.882 1.698 -0.365
S -1.412 0.631 0.606 -2.222 0.097 -2.024
Cl -3.812 -0.720 -0.979 0.150 0.114 0.250
H 0.492 -3.382 1.617 0.296 1.270 -2.078
H 1.866 -2.871 0.544 -1.209 0.619 0.197
H 0.145 -3.319 -0.996 0.000 0.296 -0.435
H -1.145 -2.502 -0.220 0.216 0.702 0.080
H 0.076 -0.833 2.111 -1.601 -0.953 1.266
H 1.713 -1.464 2.328 0.430 -0.153 1.513
H 1.562 -1.270 -1.499 -1.710 -0.703 0.093
H -0.119 -0.843 -2.034 0.119 -0.472 -0.045
H 1.442 0.634 1.498 0.179 2.430 0.962
H 2.328 -0.399 0.409 1.338 0.063 0.249
H 0.862 2.552 0.487 -0.036 1.092 0.482
H 0.476 3.381 -1.054 0.039 1.431 -0.652
H 0.327 1.228 -2.018 0.030 -0.449 -1.136
H 1.941 1.424 -1.252 -0.067 -0.145 -0.254
H -1.426 2.953 0.763 0.004 -0.587 -0.588
H -1.876 2.615 -0.892 -0.063 -1.048 0.006
H -3.323 1.601 1.282 -2.576 1.881 -0.743
H -3.085 -0.042 1.684 -1.128 -0.062 0.658
H -1.929 -0.188 -1.760 3.337 -2.744 -2.827
```
Positions in Å, forces in eV/Å.

Atom charges from the natural (NBO) analysis, given in e for atoms 1 to 5:
1. C -0.41
2. C -0.45
3. C -0.42
4. C -0.22
5. C -0.23

***

# 3
This record from the Open Molecules 2025 dataset describes a 2-piece molecular cluster, C8H19ClSi overall at a distorted geometry. The level of theory is ωB97M-V with the def2-TZVPD basis set.

F_max = 7.273 eV Å⁻¹
Charge = 0
Relative energy (zero: lowest compared OMol25 entry of this formula, charge and spin) = 480.6 kJ/mol
Molar mass = 178.78 g/mol
2S+1 = 1
Highest occupied orbital energy (alpha / beta) = -7.5 / -7.6 eV
E_tot = -29001.5593 eV
E_LUMO (alpha / beta) = 0.002 / -0.008 hartree

The geometry in XYZ format:
```
29
Properties=species:S:1:pos:R:3:forces:R:3
C -2.249 1.175 -0.301 0.805 1.208 -0.288
C 2.181 -1.390 -0.681 1.541 0.072 0.016
C -1.067 -2.791 0.220 -1.470 0.272 0.038
C 1.514 3.148 0.599 -2.761 1.182 0.714
C -1.373 0.195 -1.149 -2.344 -3.810 5.734
C 0.920 -0.864 -1.285 0.697 2.922 0.903
C -0.545 -1.493 0.717 -1.621 2.592 3.199
C -0.180 -0.525 -0.331 -0.064 2.746 -0.566
Si 0.853 1.613 1.496 2.086 -1.151 -1.673
Cl -0.587 2.314 2.693 -1.226 0.266 1.083
H -3.236 1.423 -0.756 0.838 -0.166 0.053
H -1.677 2.117 -0.097 -0.467 -0.418 -0.669
H -2.455 0.900 0.730 -0.018 -0.858 -0.054
H 2.575 -0.857 0.212 -0.740 0.000 -0.380
H 2.999 -1.186 -1.460 -0.931 -1.353 1.079
H 1.950 -2.416 -0.350 1.025 0.046 -0.420
H -1.657 -2.583 -0.675 -0.332 -0.141 0.116
H -1.739 -3.087 1.029 0.057 -0.901 -0.434
H -0.387 -3.532 -0.093 1.107 -0.958 0.133
H 2.519 3.369 0.558 2.580 -0.456 -0.178
H 1.121 3.134 -0.414 -0.093 0.369 -0.183
H 1.175 4.106 1.135 -0.238 -1.395 -0.770
H -2.105 -0.701 -1.333 1.293 1.432 -0.347
H -1.015 0.582 -2.003 1.111 1.424 -3.046
H 1.196 0.163 -1.681 -0.512 -1.390 -0.599
H 0.574 -1.588 -2.008 -0.263 0.097 -0.734
H -1.479 -0.954 1.170 1.334 -1.022 -0.446
H 0.103 -1.507 1.670 -0.395 -0.396 -1.895
H 2.071 1.233 2.386 -0.997 -0.214 -0.387
```
Positions in Å, forces in eV/Å.

Atom charges from the natural (NBO) analysis, given in e for atoms 1 to 5:
1. C -0.62
2. C -0.61
3. C -0.62
4. C -1.14
5. C -0.45

***

# 4
This record from the Open Molecules 2025 dataset describes C8H19Hg2N2O5Rb as an isolated structure at a distorted geometry. The level of theory is ωB97M-V with the def2-TZVPD basis set.

F_max = 3.826 eV Å⁻¹
Charge = +3
Expectation value of S² = 0.759
Molar mass = 709.90 g/mol
2S+1 = 2
Highest occupied orbital energy (alpha / beta) = -17.6 / -17.6 eV
E_tot = -30794.2386 eV
E_LUMO (alpha / beta) = -0.466 / -0.466 hartree

The geometry in XYZ format:
```
37
Properties=species:S:1:pos:R:3:forces:R:3
Hg 1.773 -2.781 -28.542 -1.286 1.576 -1.285
Hg -1.647 -2.421 -29.318 0.127 -0.806 -1.398
Rb 0.519 -4.675 -25.320 -0.137 -0.180 0.688
O -0.251 -3.514 -28.017 1.714 -0.997 1.367
H -0.068 -4.471 -27.948 -1.121 0.410 -0.857
O 0.459 -1.936 -30.359 -1.113 0.559 1.760
C 0.149 -1.885 -31.712 -0.087 -1.248 -0.559
C -1.415 -1.459 -32.149 1.382 -1.804 0.319
O -2.482 -2.018 -31.457 1.489 0.440 0.687
H 0.349 -2.888 -32.090 -0.913 -0.453 -0.423
H 0.921 -1.366 -32.278 -0.567 1.168 0.009
H -1.518 -1.779 -33.186 -0.075 0.568 -0.262
H -1.550 -0.389 -31.993 0.026 0.628 -0.146
C -2.890 -5.743 -30.122 1.523 -1.683 -0.219
O -2.564 -4.617 -29.739 0.027 1.356 0.346
N -1.997 -6.617 -30.622 0.400 0.286 0.280
C -2.333 -7.976 -31.001 -0.111 0.250 0.116
C -0.569 -6.393 -30.842 0.187 0.708 -0.472
H -3.894 -6.174 -29.982 0.089 0.346 -0.210
H -1.697 -8.652 -30.429 -0.424 -0.180 0.294
H -2.008 -8.111 -32.033 -0.705 -0.146 -0.200
H -3.397 -8.081 -30.793 0.152 -0.690 -0.444
H -0.203 -5.463 -30.406 -0.179 -0.024 0.133
H 0.059 -7.236 -30.554 -0.395 -0.112 0.761
H -0.334 -6.366 -31.906 -0.389 0.373 -0.278
C 1.463 0.145 -26.909 1.070 2.531 2.662
O 1.211 -1.018 -27.255 -0.204 -1.858 -0.678
N 1.389 0.550 -25.627 0.529 -1.898 -0.581
C 1.183 -0.510 -24.507 -0.910 2.143 -1.158
C 1.656 1.937 -25.223 -0.679 0.597 0.802
H 1.836 0.954 -27.556 -0.416 -0.407 -0.332
H 0.802 -1.415 -24.978 0.538 0.044 0.094
H 0.363 -0.116 -23.907 0.047 -0.022 0.131
H 2.056 -0.582 -23.857 0.135 -0.186 -0.444
H 0.800 2.288 -24.647 -0.038 -0.205 0.255
H 2.532 2.043 -24.583 0.085 -0.380 -0.127
H 1.710 2.701 -25.998 0.228 -0.703 -0.632
```
Positions in Å, forces in eV/Å.

Atom charges from the natural (NBO) analysis, given in e for atoms 1 to 5:
1. Hg 1.65
2. Hg 1.66
3. Rb 1.00
4. O -1.27
5. H 0.47